# 1
Density functional theory data (ωB97M-V/def2-TZVPD) for C43H43CoN3O2PS2 as an isolated structure.

Each line ends with the Mulliken charge.
Atoms and positions in Å:
Co  -0.01969  -0.78796  0.08361  -1.415
C  4.33616  2.65030  -3.86219  -1.485
C  4.69919  1.25397  -3.33356  1.694
C  4.81410  0.26626  -4.50460  -1.571
C  6.04258  1.33055  -2.61112  -2.163
C  3.58343  0.78774  -2.41385  0.434
C  3.77683  0.48926  -1.06763  -0.983
C  2.71237  0.07901  -0.28886  -0.639
N  1.47723  -0.03971  -0.77934  0.216
C  1.25752  0.25043  -2.08316  -0.048
C  2.28254  0.64765  -2.90886  -0.362
C  -0.15272  0.11613  -2.50013  0.848
C  -0.64681  0.50394  -3.72601  -0.513
C  -2.00690  0.36500  -4.00833  0.290
C  -2.80434  -0.17702  -2.99815  -1.317
C  -2.25036  -0.54992  -1.79337  -0.334
N  -0.94379  -0.40963  -1.54519  0.165
C  -2.62266  0.78859  -5.33034  2.026
C  -3.39907  -0.39916  -5.92184  -1.668
C  -1.56495  1.24032  -6.33568  -2.030
C  -3.58601  1.95238  -5.05469  -1.488
H  5.12216  3.00118  -4.53077  0.473
H  4.24683  3.37006  -3.04619  0.326
H  3.40258  2.64657  -4.42687  0.326
H  5.62788  0.57725  -5.15930  0.469
H  3.90504  0.23179  -5.10606  0.303
H  5.03224  -0.74266  -4.15251  0.382
H  6.80710  1.66314  -3.31208  0.426
H  6.35565  0.35797  -2.22784  0.441
H  6.02528  2.04482  -1.78588  0.433
H  4.75082  0.56275  -0.60906  0.614
H  2.84417  -0.16662  0.75526  0.556
H  2.07368  0.85947  -3.94681  0.621
H  0.02005  0.92482  -4.46229  0.646
H  -3.86516  -0.32066  -3.14184  0.606
H  -2.86070  -0.96953  -1.00631  0.534
H  -2.76364  -1.27944  -6.02706  0.365
H  -3.76826  -0.13058  -6.91142  0.490
H  -4.26301  -0.66900  -5.31491  0.342
H  -0.85317  0.44442  -6.56354  0.442
H  -1.01526  2.11788  -5.98803  0.433
H  -2.05236  1.51729  -7.26943  0.428
H  -4.37375  1.66927  -4.35586  0.351
H  -4.06294  2.25693  -5.98641  0.479
H  -3.05564  2.81594  -4.64854  0.238
C  1.95261  2.40217  4.59152  -0.664
C  1.01920  1.37501  4.67414  -0.799
C  0.29073  1.01190  3.55815  -0.719
C  0.49326  1.66932  2.34023  0.436
C  1.41167  2.71661  2.27049  -0.375
C  2.14019  3.07607  3.39596  -0.819
P  -0.57036  1.17578  0.96839  3.997
C  -0.55505  2.41848  -0.35202  0.997
C  0.62787  2.91599  -0.90473  -0.464
C  0.58367  3.83179  -1.94216  -1.405
C  -0.63689  4.25104  -2.45465  -0.891
C  -1.81606  3.74798  -1.92671  -1.007
C  -1.77795  2.83787  -0.88124  -0.713
C  -2.22455  1.23156  1.67520  -0.056
C  -3.08504  0.15324  1.79621  0.048
C  -4.31719  0.31383  2.41573  -0.698
C  -4.68395  1.54808  2.92450  -0.596
C  -3.81490  2.63124  2.82554  -0.829
C  -2.58838  2.47710  2.20880  -0.576
H  2.51822  2.68876  5.46781  0.437
H  0.85319  0.86685  5.61402  0.472
H  -0.45390  0.22965  3.63901  0.515
H  1.54017  3.28822  1.36543  0.413
H  2.84274  3.89613  3.33889  0.496
H  1.59267  2.58924  -0.54139  0.387
H  1.50655  4.22017  -2.35243  0.519
H  -0.66658  4.97196  -3.26100  0.490
H  -2.77092  4.07404  -2.31687  0.549
H  -2.70701  2.45881  -0.47786  0.462
H  -2.81487  -0.81948  1.42517  0.053
H  -4.98400  -0.53338  2.50024  0.530
H  -5.64453  1.67093  3.40612  0.436
H  -4.09387  3.59231  3.23499  0.466
H  -1.91124  3.32147  2.14994  0.466
O  -3.60579  -2.89212  0.60023  -0.604
S  -2.32572  -3.43562  0.26339  1.080
O  -2.08140  -3.89562  -1.06201  -0.609
N  -1.13811  -2.29230  0.66135  -0.201
C  -0.30045  -2.76533  1.56897  1.296
S  0.98324  -1.69811  1.88772  -0.550
C  -0.61680  -4.08922  2.08749  0.153
C  0.04226  -4.83085  3.05543  -0.743
C  -0.47280  -6.08122  3.37500  -0.656
C  -1.61040  -6.56953  2.73821  -0.571
C  -2.27235  -5.82679  1.76074  -0.765
C  -1.75275  -4.58966  1.46405  0.324
H  0.92905  -4.44871  3.54382  0.522
H  0.01642  -6.68344  4.12761  0.433
H  -1.99017  -7.54640  3.00453  0.431
H  -3.15334  -6.21100  1.26565  0.521

## Properties
HOMO energy   -14.124 eV
Kohn-Sham gap   7.1 eV
Maximum force   0.0110 Eh/bohr
E_tot   -122429.6052 eV
Net charge   +2

---

# 2
Density functional theory data (ωB97M-V/def2-TZVPD) for C43H43N9O2STi as an isolated structure in a non-equilibrium geometry.

Each line ends with the Mulliken spin population.
Atoms and positions in Å:
Ti  0.25993  0.88955  -1.22423  0.925
C  5.00378  0.91810  3.44905  -0.006
C  3.68840  0.90303  2.71429  0.008
C  2.71069  -0.04639  2.98757  0.013
C  1.48056  0.00874  2.36300  0.008
C  1.15656  0.99729  1.42941  -0.031
N  -0.10440  1.09134  0.82558  -0.061
C  -1.22212  1.01447  1.60746  0.051
C  -1.19338  1.13554  3.01564  -0.001
C  -2.29655  0.91452  3.81455  0.000
C  -3.51844  0.55110  3.26268  0.002
C  -4.71516  0.22419  4.11889  0.000
C  -3.60023  0.55679  1.88039  -0.004
C  -2.51719  0.85313  1.06008  -0.004
N  -2.81453  1.05338  -0.32715  0.009
C  -4.01544  1.46271  -0.78693  0.003
C  -3.94543  1.50986  -2.15522  0.003
C  -2.63223  1.12786  -2.45355  0.024
N  -1.95048  0.86913  -1.34536  -0.025
C  2.17923  1.90216  1.10474  0.030
C  3.40134  1.85840  1.75339  -0.002
N  1.98604  2.91131  0.10457  -0.016
C  2.60396  4.10280  0.04719  0.004
C  2.14375  4.75797  -1.06852  -0.003
C  1.22841  3.86880  -1.63996  -0.001
N  1.13155  2.76237  -0.93141  -0.005
H  5.24321  -0.06917  3.84456  0.000
H  4.96938  1.61272  4.29281  0.001
H  5.81890  1.23202  2.79514  0.001
H  2.91415  -0.84487  3.69375  0.000
H  0.73853  -0.74497  2.58922  0.008
H  -0.25393  1.40475  3.47840  0.001
H  -2.20144  1.00325  4.89297  0.000
H  -4.40609  -0.02524  5.13440  0.000
H  -5.27192  -0.62457  3.71754  0.000
H  -5.40681  1.06923  4.18147  0.000
H  -4.54864  0.31194  1.41649  0.000
H  -4.81144  1.73686  -0.11836  0.000
H  -4.72770  1.78536  -2.84155  0.000
H  -2.15626  1.01392  -3.41333  -0.001
H  4.16807  2.57844  1.49078  0.001
H  3.30068  4.41617  0.80443  0.002
H  2.42186  5.73800  -1.41655  -0.001
H  0.62479  4.00177  -2.51997  0.002
C  -1.65878  -2.48479  3.28109  0.003
C  -1.09339  -3.79022  2.72079  -0.002
C  0.17767  -4.15515  3.50143  -0.004
C  -2.15599  -4.87668  2.94920  -0.002
C  -0.74548  -3.68163  1.23176  -0.050
C  -0.48063  -4.84331  0.49911  0.070
C  -0.19631  -4.78237  -0.86395  0.013
C  -0.14350  -3.55307  -1.48848  0.033
S  0.13977  -3.20207  -3.17565  0.083
C  0.03395  -1.47602  -2.81125  0.270
N  -0.18978  -1.21381  -1.49214  0.131
C  -0.32542  -2.35592  -0.76381  -0.042
C  -0.65847  -2.44548  0.59717  0.014
C  0.18253  -0.47381  -3.79834  -0.046
C  0.23222  -0.81337  -5.17999  0.310
C  0.33609  0.17232  -6.14203  -0.134
C  0.40762  1.51192  -5.76164  0.257
C  0.37896  1.83489  -4.39266  -0.205
C  0.26636  0.90545  -3.36514  0.234
H  -1.99270  -2.64106  4.31173  0.000
H  -2.51300  -2.13627  2.69492  0.000
H  -0.91908  -1.68337  3.30016  0.000
H  -0.04046  -4.25206  4.57074  0.000
H  0.93749  -3.37956  3.37315  0.001
H  0.59613  -5.09939  3.14640  0.000
H  -2.37986  -4.96250  4.01719  0.001
H  -1.82942  -5.85480  2.59609  0.000
H  -3.07790  -4.61671  2.42281  0.002
H  -0.50386  -5.81551  0.97626  0.008
H  -0.01352  -5.69118  -1.42627  -0.005
H  -0.86687  -1.52345  1.12389  0.046
H  0.17583  -1.85606  -5.47497  0.037
H  0.35173  -0.09930  -7.19261  -0.007
H  0.49237  2.29219  -6.51101  0.025
H  0.46714  2.89591  -4.15682  -0.010
O  2.08228  0.27764  -1.08883  -0.008
N  2.77915  -0.69010  -1.73833  0.239
C  2.99693  -1.89368  -1.09564  0.206
C  3.72054  -2.86743  -1.70749  -0.107
C  4.26506  -2.67091  -3.00214  0.454
C  4.00524  -1.42216  -3.62860  -0.075
C  3.27902  -0.45861  -3.00398  0.217
H  2.53880  -1.98686  -0.12227  0.050
H  3.85675  -3.80644  -1.18535  -0.008
H  4.82471  -3.44802  -3.50254  0.056
H  4.37400  -1.21487  -4.62506  -0.002
H  3.02533  0.49870  -3.43305  -0.008
N  -1.88396  5.83948  -0.51367  0.000
C  -1.88109  4.58469  -1.09882  0.006
N  -2.21386  4.56915  -2.43338  0.000
O  -1.59935  3.58051  -0.48069  0.009
H  -2.47911  6.55239  -0.89901  0.000
H  -1.83499  5.80898  0.49084  0.000
H  -2.09360  5.40503  -2.97805  0.000
H  -2.01723  3.69501  -2.89946  0.002

## Properties
HOMO energy (alpha / beta)   -1.300 / -4.227 eV
⟨S²⟩   3.7958
Kohn-Sham gap (alpha / beta)   3.4 / 6.4 eV
Maximum force   0.0363 Eh/bohr
E_tot   -96747.1752 eV
2S+1   4
Net charge   -1